1.
The following is a DFT calculation (the ωB97M-V functional and the def2-TZVPD basis) of C18H17N6NiO3S as an isolated structure.

Calculated values
Net charge ... -1
Kohn-Sham gap (spin up / spin down) ... 3.592 / 3.591 eV
LUMO (spin up / spin down) ... 1.71 / 1.71 eV
Maximum force ... 0.021 hartree/bohr
Electronic energy ... -85902.976 eV

Structure (XYZ):
```
46
Properties=species:S:1:pos:R:3:lowdin_charge:R:1
Ni -0.9159 0.7705 -0.7017 -0.02
N 1.1135 -2.0988 -2.9558 0.10
C 0.0414 -1.9821 -3.8192 -0.11
C -0.7408 -1.0118 -3.2874 -0.14
N -0.1999 -0.5239 -2.1201 0.06
C 0.9150 -1.2000 -1.9452 -0.31
C 1.7639 -0.1356 0.0934 -0.32
N 0.7813 0.7027 0.3253 0.05
C 1.1281 1.3716 1.4801 -0.11
C 2.3258 0.9374 1.9408 -0.10
N 2.7456 -0.0214 1.0366 0.10
H 1.8845 -2.7393 -3.0117 0.14
H -0.0512 -2.5849 -4.7054 0.10
H -1.6711 -0.6230 -3.6633 0.10
H 0.4708 2.1129 1.9003 0.11
H 2.9064 1.2091 2.8044 0.10
H 3.5567 -0.6083 1.1004 0.14
N 1.8678 -1.0368 -0.9540 0.08
C 2.9899 -1.9188 -0.9556 -0.25
C 4.1458 -1.5911 -1.6599 -0.01
C 5.2262 -2.4541 -1.6445 -0.08
C 5.1726 -3.6433 -0.9242 -0.08
C 4.0163 -3.9638 -0.2194 -0.08
C 2.9292 -3.1109 -0.2356 -0.01
H 4.1820 -0.6595 -2.2107 0.13
H 6.1237 -2.2017 -2.1946 0.10
H 6.0223 -4.3120 -0.9105 0.10
H 3.9688 -4.8847 0.3476 0.11
H 2.0183 -3.3451 0.3018 0.13
N -2.4741 2.1461 -1.2282 0.03
C -3.1023 2.2372 0.0799 -0.33
C -4.0327 3.2192 0.3960 -0.05
C -4.5867 3.2559 1.6699 -0.07
C -4.2163 2.3054 2.6084 -0.27
C -3.2912 1.3233 2.2968 -0.05
C -2.7276 1.2937 1.0240 -0.07
S -4.9786 2.4166 4.2468 0.39
O -6.4088 2.4411 3.9638 -0.38
O -4.4620 3.6730 4.7780 -0.38
O -4.5279 1.2316 4.9618 -0.38
H -2.1340 3.0539 -1.5161 0.07
H -3.1596 1.8608 -1.9167 0.08
H -4.3100 3.9594 -0.3482 0.10
H -5.3086 4.0093 1.9571 0.11
H -3.0229 0.6021 3.0578 0.10
H -1.9736 0.5182 0.7568 0.06
```

***

2.
The following is a DFT calculation (the ωB97M-V functional and the def2-TZVPD basis) of C9H9NS2 in the gas phase.

Calculated values
Energy relative to the best compared isomer or geometry (same formula, charge and spin) ... 38.9 kJ/mol
Kohn-Sham gap ... 8.056 eV
LUMO ... 0.46 eV
Maximum force ... 0.079 hartree/bohr
Electronic energy ... -32637.193 eV
SMILES string ... SN1CSC=C1c1ccccc1

Structure (XYZ):
```
21
Properties=species:S:1:pos:R:3:lowdin_charge:R:1
C 0.6476 2.1362 -2.2102 -0.10
C 1.0462 2.4985 -0.9006 -0.08
C -0.2568 1.0772 -2.4689 -0.07
C 0.5882 1.7011 0.1055 -0.07
C -0.6097 0.2701 -1.3894 -0.05
C -0.0933 0.5058 -0.0586 -0.18
C 0.2174 -0.3287 2.2303 -0.42
C -0.0616 -0.4859 0.9645 -0.40
C -1.1463 -2.3396 1.8586 -0.41
N -0.6262 -1.7634 0.6914 -0.51
S -0.2107 -1.5650 3.3705 0.89
S 0.2045 -2.6215 -0.5549 0.85
H 0.7576 2.8105 -3.0836 0.10
H 1.7034 3.4458 -0.8879 0.13
H -0.6591 1.0004 -3.4789 0.10
H 0.8905 1.8564 1.1606 0.11
H -1.2718 -0.5104 -1.4572 0.05
H 0.7356 0.5575 2.4863 0.06
H -2.2164 -2.0899 1.9076 0.10
H -1.0646 -3.3574 1.8410 0.04
H 1.4253 -2.7977 -0.1261 -0.16
```

***

3.
The following is a DFT calculation (the ωB97M-V functional and the def2-TZVPD basis) of C5H8O in the gas phase.

Calculated values
Energy relative to the best compared isomer or geometry (same formula, charge and spin) ... 237.4 kJ/mol
Kohn-Sham gap ... 9.700 eV
LUMO ... 0.12 eV
Maximum force ... 0.065 hartree/bohr
Electronic energy ... -7359.795 eV
SMILES string ... C=CC(=O)CC

Structure (XYZ):
```
14
Properties=species:S:1:pos:R:3:lowdin_charge:R:1
C -0.7810 -2.1078 -0.1649 -0.11
C 0.0253 -1.0214 0.4864 -0.18
C 0.1492 0.1858 -0.4120 -0.45
O 0.2186 -0.0135 -1.6652 0.00
C 0.3701 1.5268 0.1637 -0.08
C 0.1352 1.8855 1.4745 0.06
H -0.8416 -3.0946 0.4751 0.11
H -1.8055 -1.7920 -0.3937 0.08
H -0.2612 -2.2859 -1.1452 0.09
H -0.0254 -0.9475 1.5703 0.10
H 1.0705 -0.9533 -0.0137 0.16
H 0.6485 2.3152 -0.5216 0.10
H -0.2332 1.1356 2.2379 0.07
H 0.3059 2.9171 1.8263 0.06
```

***

4.
The following is a DFT calculation (the ωB97M-V functional and the def2-TZVPD basis) of C64H51Cl4F9N6O5S3Ti as an isolated structure.

Calculated values
Net charge ... -2
Kohn-Sham gap (spin up / spin down) ... 3.895 / 5.306 eV
LUMO (spin up / spin down) ... 3.55 / 3.40 eV
Maximum force ... 0.040 hartree/bohr
Electronic energy ... -216549.174 eV
Multiplicity ... 3

Structure (XYZ):
```
143
Properties=species:S:1:pos:R:3:lowdin_spin:R:1
Ti -0.2158 0.4964 -0.6012 0.92
Cl -5.2846 3.2380 7.1254 0.01
C -4.4123 2.6933 5.7208 0.03
C -3.2597 3.3576 5.3288 0.00
C -2.5832 2.9227 4.2118 0.02
C -3.0291 1.8297 3.4469 0.02
C -4.2054 1.1932 3.8700 0.03
C -4.8838 1.6099 4.9967 0.00
C -2.2570 1.4376 2.2761 0.16
C -0.8558 1.4291 2.4106 0.02
C -0.1878 1.4143 3.6645 0.06
C 1.1498 1.4914 3.3951 0.01
C 1.2710 1.5713 1.9820 0.06
C 2.4005 2.0745 1.3227 -0.01
C 3.4970 2.6040 2.1311 0.00
C 3.7918 3.9727 2.0656 0.00
C 4.7767 4.5389 2.8452 0.00
C 5.4781 3.7312 3.7275 0.00
Cl 6.7370 4.4308 4.7048 0.00
C 5.2056 2.3768 3.8322 0.00
C 4.2230 1.8229 3.0359 0.00
C 2.3716 2.3507 -0.0500 0.04
N 1.3687 2.0436 -0.9399 0.04
C 1.8296 2.4799 -2.1584 0.00
C 1.2662 2.2145 -3.4195 0.13
C 1.8700 2.8576 -4.5805 0.02
C 2.1134 4.2397 -4.5465 0.01
C 2.6752 4.9057 -5.6120 0.00
C 3.0186 4.1863 -6.7479 0.02
Cl 3.7416 5.0134 -8.0986 0.00
C 2.7964 2.8207 -6.8213 0.00
C 2.2245 2.1670 -5.7478 0.01
C 0.0931 1.4603 -3.5741 0.02
C -0.5572 1.2725 -4.8252 0.07
C -1.8124 0.8229 -4.5528 0.01
C -1.9206 0.7434 -3.1369 0.08
N -0.7327 1.0937 -2.5362 0.02
C -3.1503 0.6789 -2.4715 -0.05
C -3.2663 0.8158 -1.0821 0.07
C -4.5278 0.9515 -0.4457 -0.01
C -4.2790 1.2359 0.8628 0.07
C -2.8716 1.1918 1.0379 0.00
N -2.2413 0.9405 -0.1679 0.03
C -4.3723 0.7708 -3.2832 -0.01
C -5.2242 1.8720 -3.1285 0.00
C -6.3725 2.0177 -3.8801 0.00
C -6.6761 1.0525 -4.8267 0.00
Cl -8.1324 1.2089 -5.7630 0.00
C -5.8378 -0.0292 -5.0370 0.00
C -4.6970 -0.1631 -4.2694 0.00
C 3.1085 3.0866 -2.0252 0.04
C 3.4602 2.9796 -0.7114 -0.01
N 0.0403 1.4891 1.3825 0.03
H -2.9088 4.2127 5.8868 0.00
H -1.6900 3.4405 3.8973 0.00
H -4.5604 0.3334 3.3245 0.00
H -5.7776 1.0952 5.3199 0.00
H -0.6556 1.3521 4.6314 0.00
H 1.9545 1.5404 4.1059 0.00
H 3.2149 4.5979 1.4008 0.00
H 4.9895 5.5978 2.7878 0.00
H 5.7604 1.7644 4.5297 0.00
H 4.0408 0.7606 3.0684 0.00
H 1.8370 4.7868 -3.6581 0.00
H 2.8412 5.9723 -5.5757 0.00
H 3.0812 2.2791 -7.7127 0.00
H 2.0721 1.0993 -5.7986 0.00
H -0.1579 1.4922 -5.7956 0.01
H -2.5899 0.6084 -5.2594 0.00
H -5.4848 0.8388 -0.9179 0.00
H -5.0016 1.4871 1.6142 0.01
H -4.9665 2.6414 -2.4159 0.00
H -7.0200 2.8728 -3.7406 0.00
H -6.0738 -0.7666 -5.7901 0.00
H -4.0490 -1.0067 -4.4274 0.00
H 3.6981 3.5077 -2.8184 0.00
H 4.3867 3.2771 -0.2569 0.00
C 1.0271 -3.7452 4.4670 0.00
C 2.4671 -3.2644 4.2424 0.00
N 2.6195 -2.2868 3.1913 0.00
C 2.9361 -2.4319 1.8903 0.00
S 3.5258 -1.0774 1.1059 0.00
N 2.9978 -3.5921 1.2212 0.00
C 2.4773 -4.9020 1.5346 0.00
C 3.6237 -5.8754 1.8279 0.00
H 1.0257 -4.7774 4.8081 0.00
H 0.4595 -3.6654 3.5394 0.00
H 0.5256 -3.1409 5.2161 0.00
H 3.1207 -4.1086 4.0142 0.00
H 2.8498 -2.7960 5.1566 0.00
H 2.4622 -1.3194 3.4352 0.00
H 3.2172 -3.4347 0.2472 0.00
H 1.9036 -5.2616 0.6779 0.00
H 1.7841 -4.8291 2.3656 0.00
H 4.2599 -5.9826 0.9514 0.00
H 3.2229 -6.8505 2.0909 0.00
H 4.2416 -5.5186 2.6507 0.00
O 1.5880 -0.4434 -1.3408 0.01
S 2.7602 -1.2463 -1.7476 0.00
C 2.7034 -1.1780 -3.6044 0.00
C 4.0809 -0.8042 -4.1105 0.00
C 4.5617 0.3045 -3.1845 0.00
C 4.2808 -0.1542 -1.7644 0.00
H 1.9515 -0.4173 -3.8171 0.00
H 2.3707 -2.1363 -3.9786 0.00
H 4.0459 -0.4661 -5.1474 0.00
H 4.7485 -1.6686 -4.0578 0.00
H 3.9896 1.2088 -3.3884 0.00
H 5.6209 0.5263 -3.3329 0.00
H 4.1059 0.6716 -1.0783 0.00
H 5.0796 -0.7796 -1.3684 0.00
F -2.9944 -4.3631 -2.0922 0.00
C -2.7051 -3.0842 -2.4092 0.00
F -3.4614 -2.3037 -1.6618 0.00
F -3.2239 -2.9441 -3.6575 0.00
C -1.1458 -2.7857 -2.4029 0.00
O -0.7777 -1.5916 -2.0915 0.00
C -0.4082 -3.9098 -1.5375 0.00
F 0.6887 -3.3657 -0.9995 0.00
F -1.0710 -4.5568 -0.5882 0.00
F 0.0701 -4.9382 -2.3060 0.00
C -0.7271 -3.1347 -3.9009 0.00
F -1.2951 -4.2413 -4.4329 0.00
F -1.0154 -2.1361 -4.7335 0.00
F 0.5944 -3.3384 -4.0348 0.00
C -4.0677 -1.7841 6.2407 0.00
C -3.2548 -1.7213 4.9807 0.00
C -3.8547 -2.0228 3.7622 0.00
C -3.1220 -1.9901 2.5906 0.00
C -1.7753 -1.6759 2.6264 0.00
C -1.1623 -1.3819 3.8281 0.00
C -1.9095 -1.3840 4.9981 0.00
S -0.8564 -2.0540 1.1240 0.00
O -0.0263 -3.1631 1.5735 0.00
O -1.8691 -2.3722 0.1574 0.00
O -0.0124 -0.9088 0.7044 0.01
H -4.9335 -1.1304 6.1573 0.00
H -3.4819 -1.4733 7.1017 0.00
H -4.4305 -2.7993 6.4072 0.00
H -4.9016 -2.2959 3.7399 0.00
H -3.5613 -2.2113 1.6305 0.00
H -0.1097 -1.1496 3.8375 0.00
H -1.4366 -1.1386 5.9400 0.00
```

***

5.
The following is a DFT calculation (the ωB97M-V functional and the def2-TZVPD basis) of CH3N2OP in the gas phase.

Calculated values
Energy relative to the best compared isomer or geometry (same formula, charge and spin) ... 335.1 kJ/mol
Kohn-Sham gap ... 8.299 eV
LUMO ... 0.69 eV
Maximum force ... 0.065 hartree/bohr
Electronic energy ... -15398.776 eV

Structure (XYZ):
```
8
Properties=species:S:1:pos:R:3:lowdin_charge:R:1
C 0.4216 -0.1138 -0.5250 -0.18
N -1.1986 -1.7077 -0.2900 0.05
N -2.0325 -0.9226 -0.0169 -0.36
O -0.4467 0.8537 -0.7434 -0.46
P -1.8867 0.8595 0.0459 0.88
H 0.7337 -0.3420 0.4950 0.07
H 1.0661 -0.4230 -1.3581 0.08
H -1.5171 0.3652 1.2658 -0.07
```